Formula: C9H21N2
Source: the Open Molecules 2025 dataset
Level of theory: wB97M-V/def2-TZVPD

HOMO energy   -13.439 eV
E_tot   -464.76677 Eh
Total charge   +1
Gap between HOMO and LUMO   9.81 eV
LUMO energy   -3.63 eV
SMILES   CC(C)(C)N(C=[NH2+])C(C)(C)C
Molecular weight   157.3 g/mol
Relative energy (zero: lowest compared OMol25 entry of this formula, charge and spin)   0.0 kJ/mol
Spin multiplicity   1

Cartesian coordinates (Å):
C 0.427 -1.957 0.082
C 2.015 0.233 -1.077
C 0.712 1.974 0.077
C 1.873 0.327 1.482
C -2.319 -1.451 0.032
C -1.820 0.361 1.616
C -1.870 0.791 -0.891
C 1.107 0.497 0.155
C -1.469 -0.187 0.227
N -0.022 -0.461 0.154
N 1.644 -2.395 0.001
H -0.397 -2.641 0.125
H 2.240 1.174 -1.571
H 2.979 -0.197 -0.809
H 1.523 -0.400 -1.811
H 1.623 2.553 0.226
H 0.018 2.270 0.855
H 0.312 2.239 -0.895
H 2.846 0.804 1.409
H 1.323 0.813 2.285
H 2.015 -0.710 1.772
H -2.128 -1.926 -0.927
H -2.199 -2.162 0.847
H -3.363 -1.150 0.041
H -1.518 -0.345 2.387
H -2.896 0.495 1.678
H -1.359 1.319 1.827
H -2.923 0.662 -1.123
H -1.734 1.826 -0.603
H -1.305 0.591 -1.798
H 1.806 -3.393 -0.041
H 2.439 -1.772 -0.059

Cartesian forces, eV/Å:
-2.51 6.46 0.43
-0.10 0.14 -0.01
-0.17 -0.04 -0.02
-0.07 0.11 -0.07
0.22 0.13 0.02
0.02 -0.03 -0.13
-0.04 -0.03 0.10
0.57 0.33 0.15
-0.79 0.22 0.16
2.61 -6.94 -0.61
0.07 0.07 -0.02
0.01 -0.24 -0.04
0.07 0.02 -0.01
0.15 -0.03 -0.03
0.02 -0.03 -0.06
0.05 -0.04 -0.01
-0.05 0.05 0.02
-0.02 0.05 -0.04
0.10 0.06 0.02
-0.06 0.00 0.10
0.07 -0.07 0.03
0.01 -0.11 -0.12
0.04 -0.15 0.07
0.01 0.03 0.01
0.01 -0.08 0.08
-0.12 0.05 0.04
0.05 0.08 0.02
-0.11 0.00 0.00
0.03 0.09 -0.02
0.04 0.00 -0.11
0.01 0.08 0.01
-0.11 -0.17 0.02

---

Formula: C9H21N2O
Source: the Open Molecules 2025 dataset
Level of theory: wB97M-V/def2-TZVPD

HOMO energy (spin up / spin down)   -11.681 / -11.681 eV
E_tot   -539.79062 Eh
Total charge   +1
Gap between HOMO and LUMO (spin up / spin down)   5.67 / 5.67 eV
LUMO energy (spin up / spin down)   -6.01 / -6.01 eV
Molecular weight   173.3 g/mol
Relative energy (zero: lowest compared OMol25 entry of this formula, charge and spin)   601.3 kJ/mol
Spin multiplicity   1

Cartesian coordinates (Å):
C -1.749 -2.617 0.624
C 3.327 0.179 0.077
C 2.355 -1.555 -1.450
C -0.260 2.861 0.286
C -1.577 1.658 -1.527
C -2.090 -2.028 1.970
C -2.359 0.263 2.239
C 2.107 -0.176 -0.814
C -0.304 1.695 -0.685
N 0.933 -0.235 0.045
N 0.006 0.509 0.142
O -2.880 -0.893 1.984
H -1.475 -3.606 0.578
H -2.587 -2.405 0.053
H -1.084 -2.014 0.076
H 4.140 0.127 -0.574
H 3.360 1.120 0.433
H 3.420 -0.506 0.806
H 2.683 -2.204 -0.701
H 3.073 -1.532 -2.202
H 1.466 -2.041 -1.684
H -0.487 3.847 -0.346
H -1.027 2.876 1.195
H 0.742 3.153 0.765
H -1.880 2.604 -1.603
H -2.511 1.187 -0.982
H -1.428 1.112 -2.454
H -1.206 -1.954 2.481
H -2.483 -2.824 2.576
H -1.329 0.498 2.196
H -2.914 1.087 2.331
H 2.134 0.736 -1.470
H 0.487 1.958 -1.512

Cartesian forces, eV/Å:
-1.11 3.08 0.05
-1.69 -1.17 -2.90
-0.88 1.74 1.45
-0.64 3.73 0.97
-0.88 -4.83 2.56
1.68 -3.91 -0.44
0.83 -4.82 -1.83
1.03 2.01 -0.41
2.40 1.26 -1.44
1.85 -2.13 0.68
-2.83 1.09 -0.42
-0.15 4.31 1.02
0.44 -2.26 0.38
-2.20 -0.61 -1.43
1.67 0.70 -0.14
1.58 -0.38 -1.03
-0.48 3.28 1.40
0.50 -2.37 2.75
1.10 -0.86 1.52
0.96 0.12 -1.50
-1.72 -0.45 -1.36
0.20 -2.02 1.41
1.30 -0.36 -2.02
-1.23 -1.09 -0.80
-0.99 3.81 -1.14
1.81 0.40 -0.74
-0.13 0.23 -0.09
2.46 1.62 1.36
-1.64 0.04 0.16
1.63 -0.88 0.32
-3.27 2.67 0.31
-0.70 -1.23 -0.34
-0.90 -0.72 1.69

---

Formula: C9H21NO5PS
Source: the Open Molecules 2025 dataset
Level of theory: wB97M-V/def2-TZVPD

HOMO energy   -11.825 eV
E_tot   -1525.73007 Eh
Total charge   +1
Gap between HOMO and LUMO   7.64 eV
LUMO energy   -4.18 eV
Molecular weight   286.3 g/mol
Spin multiplicity   1

Cartesian coordinates (Å):
C 4.434 0.146 -0.598
C 3.133 0.897 -0.397
O 3.293 2.247 -0.997
S 2.042 3.074 -1.493
C 0.671 2.737 -0.398
C -0.633 3.394 -0.905
O -1.726 2.797 -0.251
C -2.395 1.789 -0.969
C -1.829 0.423 -0.793
O -3.352 2.081 -1.606
P 1.569 1.888 -3.286
O 1.547 0.447 -3.000
H 4.883 0.412 -1.559
H 4.203 -0.921 -0.652
H 5.141 0.322 0.210
H 2.917 1.052 0.662
H 2.305 0.370 -0.868
H 0.964 3.129 0.580
H 0.530 1.661 -0.304
H -0.741 3.327 -1.993
H -0.632 4.456 -0.648
H -0.813 0.347 -1.193
H -2.454 -0.298 -1.314
H -1.754 0.182 0.270
H 0.382 2.491 -3.719
H 2.632 2.366 -4.061
C -0.532 -3.542 2.721
C -1.416 -2.775 1.768
O -0.946 -2.017 0.925
N -2.751 -2.957 1.872
C -3.474 -3.810 2.800
H 0.501 -3.289 2.506
H -0.754 -3.282 3.756
H -0.666 -4.617 2.598
H -3.289 -2.427 1.205
H -4.055 -4.557 2.261
H -4.155 -3.219 3.413
H -2.780 -4.323 3.456

Cartesian forces, eV/Å:
-0.16 -0.04 -0.18
0.11 -0.53 0.35
0.08 0.03 0.17
0.05 0.32 -0.21
-0.20 -0.34 0.24
-0.11 0.24 0.18
0.36 0.08 0.08
-0.13 0.06 -0.17
0.02 -0.12 0.14
-0.03 0.04 -0.10
-0.04 -0.78 0.08
-0.12 0.32 -0.04
-0.01 0.01 0.13
0.06 0.09 0.14
0.02 0.06 -0.13
-0.01 0.08 -0.11
0.08 0.21 -0.11
-0.02 0.06 -0.11
0.06 0.01 -0.08
-0.01 -0.05 0.03
-0.01 -0.11 -0.05
-0.06 0.03 -0.06
0.06 0.00 0.12
-0.04 -0.09 -0.13
0.06 0.18 -0.11
-0.03 0.18 -0.08
0.03 0.04 -0.03
0.05 -0.08 0.01
-0.01 0.10 0.04
-0.01 0.01 0.03
-0.03 0.08 -0.11
0.00 0.02 -0.02
-0.01 -0.04 0.02
-0.01 -0.01 0.04
-0.02 -0.02 -0.01
0.02 -0.03 0.01
0.02 -0.01 0.03
0.00 -0.01 0.02

---

Formula: C9H22B2NO3
Source: the Open Molecules 2025 dataset
Level of theory: wB97M-V/def2-TZVPD

HOMO energy   -3.309 eV
E_tot   -686.37181 Eh
Total charge   -1
Gap between HOMO and LUMO   6.66 eV
LUMO energy   3.35 eV
Molecular weight   213.9 g/mol
Spin multiplicity   1

Cartesian coordinates (Å):
C -3.600 1.856 -2.460
C -3.401 0.431 -1.954
C -2.375 0.395 -0.795
N -1.103 -0.146 -1.237
B 0.015 -0.349 -0.121
C -0.325 0.372 1.321
C 0.894 0.320 2.239
O 1.384 1.615 2.664
C 1.824 2.387 1.636
C 3.129 1.987 1.000
O 1.218 3.394 1.268
B 0.239 -2.054 0.058
O -0.825 -2.860 0.484
C 1.542 -2.918 -0.290
C 2.869 -2.228 0.037
H -4.243 1.916 -3.334
H -2.634 2.298 -2.686
H -4.054 2.445 -1.667
H -3.069 -0.214 -2.761
H -4.358 0.076 -1.572
H -2.841 -0.164 0.029
H -2.212 1.426 -0.495
H -1.323 -1.044 -1.650
H 1.080 0.133 -0.551
H -1.142 -0.151 1.828
H -0.622 1.417 1.247
H 1.699 -0.259 1.787
H 0.637 -0.188 3.164
H 3.626 2.890 0.668
H 3.794 1.463 1.678
H 2.940 1.373 0.127
H -1.448 -2.321 0.969
H 1.540 -3.259 -1.327
H 1.491 -3.833 0.307
H 2.858 -1.171 -0.205
H 3.090 -2.355 1.094
H 3.704 -2.679 -0.499

Cartesian forces, eV/Å:
0.06 -0.21 0.11
-0.03 0.51 0.48
-0.02 -0.25 -0.95
-0.10 -0.09 0.43
0.22 0.12 -0.43
0.29 -0.19 -0.16
-0.37 -0.73 0.21
-0.08 0.51 -0.41
-1.03 1.72 -0.70
0.14 0.19 0.03
1.14 -1.82 1.02
0.11 0.05 -0.02
0.47 -0.36 0.26
-0.09 -0.12 0.33
0.09 -0.29 -0.15
-0.06 0.00 -0.17
0.14 0.11 -0.15
-0.08 0.21 0.07
0.04 -0.22 -0.10
-0.19 -0.25 -0.17
0.04 0.06 0.33
-0.02 0.12 0.46
0.06 -0.06 -0.15
0.01 0.18 0.12
-0.21 0.13 0.14
-0.16 0.15 -0.12
0.30 0.16 -0.16
0.13 0.07 0.28
0.02 0.18 -0.12
-0.08 -0.23 0.17
-0.17 -0.21 -0.09
-0.46 0.30 -0.20
-0.13 0.14 -0.25
-0.06 -0.23 -0.05
-0.09 0.21 0.00
0.05 0.22 0.22
0.14 -0.08 -0.09

---

Formula: C9H22BrCl9O2PSi
Source: the Open Molecules 2025 dataset
Level of theory: wB97M-V/def2-TZVPD

HOMO energy   -4.232 eV
E_tot   -7853.25261 Eh
Total charge   -1
Gap between HOMO and LUMO   5.91 eV
LUMO energy   1.67 eV
Molecular weight   620.3 g/mol
Spin multiplicity   1

Cartesian coordinates (Å):
C -4.131 -4.889 1.088
Si -2.697 -4.754 -0.193
C -2.986 -3.252 -1.366
C -2.605 -6.277 -1.344
P -0.821 -4.485 1.050
Cl -0.725 -6.605 1.557
O 0.652 -4.256 1.983
C 1.466 -3.562 1.039
C 0.499 -2.415 0.543
Br 0.961 -2.051 -1.357
O -0.839 -2.731 0.793
H -5.113 -5.046 0.623
H -3.876 -5.667 1.821
H -4.102 -3.942 1.654
H -3.615 -2.480 -0.907
H -3.476 -3.574 -2.303
H -1.995 -2.877 -1.650
H -2.166 -7.162 -0.874
H -3.567 -6.491 -1.837
H -1.919 -5.994 -2.168
H -0.109 -4.588 -0.202
H -1.573 -4.336 2.272
H 1.907 -4.193 0.256
H 2.308 -3.213 1.656
H 0.691 -1.508 1.129
C 2.336 1.200 -0.068
Cl 3.443 1.020 1.299
Cl 2.833 2.528 -1.129
H 2.329 0.278 -0.640
H 1.342 1.409 0.311
C 1.575 6.406 -0.503
Cl 0.450 7.287 -1.541
Cl 0.728 5.326 0.611
H 2.236 5.813 -1.126
H 2.151 7.122 0.074
C 3.043 8.846 -4.500
Cl 3.170 7.240 -3.772
Cl 1.754 9.799 -3.756
H 3.985 9.366 -4.364
H 2.830 8.733 -5.557
C 0.812 4.844 4.168
Cl 0.957 3.240 4.895
Cl -0.482 5.786 4.923
H 1.750 5.373 4.297
H 0.591 4.732 3.113

Cartesian forces, eV/Å:
0.69 0.29 -0.28
-0.94 -0.27 0.08
-0.05 -0.74 -0.16
0.32 0.49 -0.45
-1.38 0.36 0.71
-0.03 -0.87 -0.22
0.06 0.09 -1.88
-0.23 0.08 1.64
-0.45 -0.05 1.62
-0.11 0.31 -0.25
2.15 -0.15 -0.76
0.13 0.00 0.30
-0.24 -0.02 -0.31
-0.28 -0.20 -0.24
0.39 0.01 -0.05
0.05 0.04 0.35
-0.29 0.24 0.18
-0.33 0.12 0.03
0.19 -0.08 0.32
-0.17 -0.09 0.28
0.58 -0.53 0.37
0.27 0.13 -0.05
-0.45 0.14 -0.05
-0.16 0.58 -0.47
0.29 0.14 -0.69
-0.10 -0.15 0.04
-0.03 -0.02 0.04
-0.01 0.08 -0.11
0.06 0.05 0.00
0.07 0.09 0.02
0.13 0.03 -0.07
-0.05 -0.01 0.10
0.01 -0.02 -0.06
-0.11 -0.07 0.00
-0.11 0.01 0.03
0.03 0.04 -0.04
0.16 -0.04 -0.12
0.05 0.11 -0.09
-0.04 -0.03 0.10
-0.09 -0.06 0.06
0.06 -0.08 -0.06
0.05 0.01 -0.05
0.00 0.09 -0.03
-0.05 -0.02 0.08
-0.06 -0.03 0.17

---

Formula: C9H22FIN3O4S
Source: the Open Molecules 2025 dataset
Level of theory: wB97M-V/def2-TZVPD

HOMO energy   -11.744 eV
E_tot   -1616.78924 Eh
Total charge   +1
Gap between HOMO and LUMO   6.97 eV
LUMO energy   -4.78 eV
Molecular weight   414.3 g/mol
Relative energy (zero: lowest compared OMol25 entry of this formula, charge and spin)   200.0 kJ/mol
Spin multiplicity   1

Cartesian coordinates (Å):
O 4.297 -2.202 1.026
S 4.454 -0.767 1.330
O 5.417 -0.610 2.445
F 5.027 0.079 0.073
N 2.906 -0.085 1.849
C 1.951 0.239 0.719
C 0.495 0.287 1.313
C -0.291 -1.085 1.290
I 0.946 -2.842 1.071
H 2.479 -0.649 2.612
H 3.159 0.822 2.285
H 2.190 1.289 0.400
H 2.075 -0.395 -0.185
H -0.073 1.005 0.677
H 0.558 0.651 2.366
H -0.798 -1.183 2.283
H -1.108 -0.999 0.540
C 1.223 -2.983 -3.480
C -0.178 -2.750 -2.981
O -0.413 -2.047 -2.003
N -1.196 -3.344 -3.649
C -1.128 -4.204 -4.816
H 1.923 -2.444 -2.845
H 1.467 -4.046 -3.439
H 1.328 -2.614 -4.501
H -2.103 -3.142 -3.256
H -1.710 -3.748 -5.619
H -1.571 -5.169 -4.564
H -0.107 -4.354 -5.152
C -2.090 4.001 3.465
C -1.595 3.524 2.127
O -0.485 3.014 1.986
N -2.415 3.671 1.057
C -3.748 4.243 1.017
H -1.325 3.816 4.216
H -2.291 5.073 3.433
H -2.993 3.459 3.749
H -2.015 3.331 0.197
H -4.440 3.488 0.641
H -3.743 5.090 0.329
H -4.077 4.577 1.996

Cartesian forces, eV/Å:
-0.94 4.42 -0.80
6.07 -5.99 2.86
-3.12 1.53 -2.84
-2.17 -0.83 1.88
0.53 1.60 -0.78
-1.70 1.65 -0.72
0.41 -1.08 -0.70
-0.72 1.08 0.81
-0.58 0.45 0.15
0.36 -0.59 -0.64
-0.08 -0.32 0.00
0.07 -0.94 0.40
0.00 -0.08 1.02
0.52 -0.32 0.88
-0.16 0.13 -0.88
0.51 -0.16 -0.91
0.96 -0.69 0.19
0.08 0.04 0.04
-0.39 0.03 0.08
0.15 0.17 0.11
0.49 0.15 0.15
-0.46 0.07 0.16
-0.12 -0.01 0.02
0.04 0.03 -0.16
0.05 -0.16 -0.02
0.00 -0.03 -0.04
0.12 -0.15 -0.13
0.11 -0.07 -0.19
-0.03 0.06 0.08
0.09 -0.03 0.09
0.05 -0.01 -0.29
0.03 -0.04 0.04
0.24 -0.06 0.52
0.14 -0.14 -0.45
0.01 -0.02 -0.13
-0.15 -0.06 0.05
-0.06 0.16 0.01
-0.06 0.07 -0.03
-0.16 0.14 0.09
-0.19 0.05 0.11
0.10 -0.05 -0.02

---

Formula: C9H22FP2S
Source: the Open Molecules 2025 dataset
Level of theory: wB97M-V/def2-TZVPD

HOMO energy   -13.149 eV
E_tot   -1536.67088 Eh
Total charge   +1
Gap between HOMO and LUMO   9.05 eV
LUMO energy   -4.10 eV
Molecular weight   243.3 g/mol
Spin multiplicity   1

Cartesian coordinates (Å):
C 5.270 1.107 0.255
C 3.790 0.676 0.291
C 3.500 -0.529 -0.602
C 2.030 -0.699 -0.941
C 1.121 -0.771 0.290
C -0.202 -1.454 -0.088
C -1.241 -1.460 1.063
P -2.375 -0.109 0.973
F -3.270 -0.221 2.237
S -1.386 1.715 1.111
P -3.670 -0.248 -0.782
C -5.367 -0.133 -0.081
C -3.453 1.388 -1.595
H 5.363 2.156 -0.011
H 5.853 0.527 -0.457
H 5.742 0.981 1.225
H 3.186 1.506 -0.074
H 3.531 0.452 1.324
H 3.887 -1.452 -0.169
H 4.055 -0.384 -1.531
H 1.913 -1.641 -1.480
H 1.669 0.090 -1.603
H 0.921 0.212 0.707
H 1.607 -1.398 1.038
H 0.033 -2.495 -0.292
H -0.593 -1.023 -1.012
H -0.711 -1.364 2.011
H -1.818 -2.384 1.053
H -1.956 2.180 2.234
H -6.014 -0.776 -0.665
H -5.379 -0.428 0.965
H -5.713 0.897 -0.126
H -4.211 1.412 -2.373
H -2.460 1.484 -2.017
H -3.653 2.181 -0.879

Cartesian forces, eV/Å:
-0.09 -0.04 0.21
0.54 -0.13 -0.26
0.11 0.37 -0.21
-0.22 -0.32 0.32
-0.27 -0.34 -0.48
0.33 0.09 0.33
0.54 0.08 -0.23
-0.35 0.67 0.10
-0.15 -0.03 0.40
0.43 0.10 -0.22
-0.01 -0.65 -0.94
0.40 0.47 0.42
-0.09 -0.22 0.75
0.07 0.08 -0.05
-0.01 -0.04 -0.13
0.07 -0.01 0.07
-0.22 0.09 0.19
-0.34 0.12 0.06
0.03 -0.04 0.17
-0.01 -0.07 -0.12
-0.02 -0.01 -0.18
0.10 0.13 -0.07
0.25 0.09 0.15
0.02 0.14 0.28
-0.16 -0.10 -0.25
-0.18 -0.02 -0.09
-0.10 -0.11 0.18
-0.23 0.00 0.08
-0.27 -0.31 0.08
-0.07 -0.12 -0.02
-0.16 -0.23 0.02
-0.10 0.06 -0.05
0.03 0.02 -0.21
0.06 0.06 -0.16
0.05 0.23 -0.11

---

Formula: C9H22KNO4PSSi2
Source: the Open Molecules 2025 dataset
Level of theory: wB97M-V/def2-TZVPD

HOMO energy   -10.623 eV
E_tot   -2630.13273 Eh
Total charge   +1
Gap between HOMO and LUMO   6.30 eV
LUMO energy   -4.32 eV
Molecular weight   366.6 g/mol
Spin multiplicity   1

Cartesian coordinates (Å):
C -1.167 -3.491 0.732
C -1.685 -2.638 -0.535
O -0.562 -1.853 -1.015
Si -0.770 -0.164 -0.711
N -2.338 0.284 -1.420
C -2.387 1.540 -1.779
C -2.332 1.845 -3.355
C -2.545 2.789 -0.810
O 0.554 0.764 -1.275
Si 1.929 -0.182 -1.764
C 3.214 -0.457 -0.343
C 2.514 -0.491 1.091
C 3.522 -0.419 2.333
C 2.945 0.714 3.310
O 3.380 1.863 3.166
O 1.944 0.434 4.264
P -1.037 0.013 1.513
S -0.549 1.775 2.199
H -1.690 -4.495 0.714
H -1.356 -2.881 1.666
H -0.050 -3.663 0.621
H -2.603 -2.034 -0.255
H -1.969 -3.371 -1.368
H -1.550 2.631 -3.585
H -2.236 0.893 -3.959
H -3.378 2.281 -3.623
H -1.759 3.549 -1.107
H -3.568 3.287 -0.994
H -2.527 2.520 0.290
H 1.604 -1.442 -2.431
H 2.652 0.631 -2.772
H 3.771 -1.444 -0.466
H 4.005 0.367 -0.375
H 1.837 0.425 1.155
H 1.867 -1.430 1.134
H 3.404 -1.410 2.898
H 4.602 -0.242 2.062
H 1.413 1.248 4.424
H -0.142 -0.938 2.137
H -2.363 -0.378 1.919
K -4.648 3.642 -3.754

Cartesian forces, eV/Å:
-0.25 0.54 -0.95
0.37 -1.94 0.49
-0.96 2.57 0.48
-0.25 -1.48 -1.16
2.16 2.93 -0.33
-0.28 -1.22 -0.11
-1.59 0.39 0.59
-0.40 -0.12 -0.93
-1.25 -2.81 0.49
1.51 0.88 0.40
0.16 -0.19 0.96
0.03 0.56 -0.53
-1.98 -1.11 1.54
1.26 2.45 -0.40
-1.36 -2.60 0.48
1.10 -0.24 -1.91
0.75 -0.10 1.44
-0.18 0.66 -0.09
0.53 1.26 0.46
0.16 -1.12 -0.85
-1.41 0.21 0.09
1.06 -0.48 -0.44
0.34 1.21 1.08
-0.80 -0.98 0.18
0.18 1.20 0.92
3.25 -2.11 0.42
-0.79 -0.82 0.65
1.25 -0.69 0.13
0.33 0.25 -1.40
-0.45 -0.11 0.08
-0.33 0.14 0.03
-0.70 1.20 -0.15
-1.13 -0.97 0.04
0.70 -1.19 -0.05
0.83 1.21 0.13
0.56 1.29 -0.82
-1.41 0.12 0.39
0.78 -0.38 -0.25
-0.86 0.12 -0.47
0.64 -0.21 -0.47
-1.58 1.68 -0.16